A 10-piece molecular cluster, C39H82O21S7 overall in a non-equilibrium geometry. Source: OMol25; level of theory: ωB97M-V/def2-TZVPD.

DFT total energy, eV: -160599.1106
Gap between HOMO and LUMO (spin up / spin down), eV: 7.002 / 2.712
Total charge: +1
Spin multiplicity: 2
E_LUMO (spin up / spin down), eV: -3.968 / -8.258

Each atom is followed by the atoms it is bonded to, with distances in Å.
Cartesian coordinates (Å):
1 O -5.643 4.379 -0.745  S2 1.430
2 S -4.273 4.725 -0.527  O1 1.430, O3 1.438, O4 1.681, C7 1.873
3 O -3.386 3.922 0.269  S2 1.438
4 O -3.429 5.224 -1.893  S2 1.681, C5 1.407
5 C -2.041 5.446 -1.821  O4 1.407, C6 1.571, H8 1.090, H9 1.090
6 C -1.754 6.203 -3.168  C5 1.571, H10 1.090, H11 1.090, H12 1.090
7 C -4.228 6.331 0.435  S2 1.873, H13 1.090, H14 1.090, H15 1.090
8 H -1.408 4.575 -1.654  C5 1.090
9 H -1.874 6.018 -0.909  C5 1.090
10 H -1.460 7.238 -2.996  C6 1.090
11 H -2.602 6.133 -3.849  C6 1.090
12 H -0.872 5.730 -3.601  C6 1.090
13 H -3.182 6.424 0.729  C7 1.090
14 H -4.945 6.112 1.226  C7 1.090
15 H -4.359 7.082 -0.344  C7 1.090
16 O 3.017 13.474 2.629  S17 1.469
17 S 1.788 14.277 2.688  O16 1.469, O18 1.444, O19 1.698, C22 1.889
18 O 1.582 15.572 2.082  S17 1.444
19 O 0.349 13.412 2.441  S17 1.698, C20 1.431
20 C 0.308 12.020 2.767  O19 1.431, C21 1.565, H23 1.090, H24 1.090
21 C -0.745 11.304 1.858  C20 1.565, H25 1.090, H26 1.090, H27 1.090
22 C 1.382 14.538 4.515  S17 1.889, H28 1.090, H29 1.090, H30 1.090
23 H 0.050 11.969 3.825  C20 1.090
24 H 1.273 11.552 2.573  C20 1.090
25 H -0.668 10.216 1.881  C21 1.090
26 H -0.661 11.673 0.836  C21 1.090
27 H -1.765 11.503 2.185  C21 1.090
28 H 1.936 13.807 5.103  C22 1.090
29 H 0.301 14.403 4.547  C22 1.090
30 H 1.601 15.592 4.686  C22 1.090
31 O 1.153 7.369 -4.752  S32 1.491
32 S 2.443 8.115 -4.712  O31 1.491, O33 1.476, O34 1.705, C37 1.954
33 O 2.486 9.523 -4.271  S32 1.476
34 O 3.490 7.308 -3.634  S32 1.705, C35 1.412
35 C 4.744 7.893 -3.355  O34 1.412, C36 1.585, H38 1.090, H39 1.090
36 C 5.233 7.184 -2.025  C35 1.585, H40 1.090, H41 1.090, H42 1.090
37 C 3.360 7.947 -6.430  S32 1.954, H43 1.090, H44 1.090, H45 1.090
38 H 4.846 8.912 -2.983  C35 1.090
39 H 5.266 7.666 -4.285  C35 1.090
40 H 6.318 7.141 -1.924  C36 1.090
41 H 4.991 6.156 -1.755  C36 1.090
42 H 4.814 7.689 -1.155  C36 1.090
43 H 4.393 8.291 -6.384  C37 1.090
44 H 2.790 8.645 -7.043  C37 1.090
45 H 3.233 6.931 -6.803  C37 1.090
46 O 1.520 3.893 -0.513  S47 1.447
47 S 2.151 2.952 -1.414  O46 1.447, O48 1.450, O49 1.688, C52 1.805
48 O 3.463 2.384 -1.175  S47 1.450
49 O 1.109 1.685 -1.811  S47 1.688, C50 1.399
50 C 1.657 0.492 -2.296  O49 1.399, C51 1.568, H53 1.090, H54 1.090
51 C 0.498 -0.557 -2.414  C50 1.568, H55 1.090, H56 1.090, H57 1.090
52 C 2.053 3.679 -3.063  S47 1.805, H58 1.090, H59 1.090, H60 1.090
53 H 2.468 0.180 -1.638  C50 1.090
54 H 2.236 0.526 -3.219  C50 1.090
55 H 0.762 -1.430 -3.011  C51 1.090
56 H -0.306 -0.165 -3.036  C51 1.090
57 H -0.131 -0.798 -1.556  C51 1.090
58 H 2.243 2.997 -3.892  C52 1.090
59 H 2.721 4.539 -3.015  C52 1.090
60 H 1.014 4.006 -3.084  C52 1.090
61 O 0.021 6.530 1.236  S62 1.474
62 S 1.235 7.232 0.782  O61 1.474, O63 1.482, O64 1.659, C67 1.812
63 O 1.542 8.621 1.194  S62 1.482
64 O 2.572 6.270 0.978  S62 1.659, C65 1.382
65 C 3.483 6.479 1.996  O64 1.382, C66 1.485, H68 1.090, H69 1.090
66 C 4.249 5.262 2.366  C65 1.485, H70 1.090, H71 1.090, H72 1.090
67 C 1.262 7.165 -1.029  S62 1.812, H73 1.090, H74 1.090, H75 1.090
68 H 2.818 6.903 2.748  C65 1.090
69 H 4.235 7.196 1.666  C65 1.090
70 H 3.540 4.471 2.610  C66 1.090
71 H 4.845 5.281 3.278  C66 1.090
72 H 4.829 4.775 1.581  C66 1.090
73 H 2.263 7.212 -1.457  C67 1.090
74 H 0.773 8.050 -1.437  C67 1.090
75 H 0.836 6.254 -1.449  C67 1.090
76 O -0.872 3.415 4.931  S77 1.434
77 S -0.989 2.630 3.737  O76 1.434, O78 1.504, O79 1.645, C82 1.880
78 O -0.318 1.286 3.659  S77 1.504
79 O -2.563 2.420 3.309  S77 1.645, C80 1.395
80 C -3.412 3.461 3.685  O79 1.395, C81 1.512, H83 1.090, H84 1.090
81 C -4.781 3.287 3.069  C80 1.512, H85 1.090, H86 1.090, H87 1.090
82 C -0.387 3.594 2.240  S77 1.880, H88 1.090, H89 1.090, H90 1.090
83 H -3.159 4.373 3.144  C80 1.090
84 H -3.520 3.543 4.767  C80 1.090
85 H -5.187 2.349 3.449  C81 1.090
86 H -4.778 3.290 1.979  C81 1.090
87 H -5.434 4.092 3.406  C81 1.090
88 H -1.197 3.912 1.584  C82 1.090
89 H 0.234 2.873 1.708  C82 1.090
90 H 0.297 4.414 2.456  C82 1.090
91 O 5.777 2.492 2.763  S92 1.465
92 S 5.901 1.055 2.509  O91 1.465, O93 1.454, O94 1.717, C97 1.832
93 O 7.029 0.325 3.064  S92 1.454
94 O 4.365 0.346 2.803  S92 1.717, C95 1.459
95 C 3.145 1.083 2.490  O94 1.459, C96 1.561, H98 1.090, H99 1.090
96 C 2.273 0.153 1.589  C95 1.561, H100 1.090, H101 1.090, H102 1.090
97 C 5.985 0.804 0.696  S92 1.832, H103 1.090, H104 1.090, H105 1.090
98 H 3.294 2.058 2.027  C95 1.090
99 H 2.538 1.192 3.389  C95 1.090
100 H 1.242 0.398 1.331  C96 1.090
101 H 2.138 -0.881 1.908  C96 1.090
102 H 2.812 0.022 0.650  C96 1.090
103 H 5.630 -0.199 0.459  C97 1.090
104 H 6.919 1.199 0.295  C97 1.090
105 H 5.283 1.496 0.231  C97 1.090
106 C 8.878 9.386 3.842  C107 1.389, C111 1.388, H112 1.080
107 C 8.764 8.872 5.127  C106 1.389, C108 1.380, H113 1.080
108 C 8.012 7.730 5.313  C107 1.380, C109 1.361, H114 1.080
109 C 7.501 6.995 4.288  C108 1.361, C110 1.395, H115 1.080
110 C 7.742 7.413 2.979  C109 1.395, C111 1.405, H116 1.080
111 C 8.440 8.614 2.775  C106 1.388, C110 1.405, H117 1.080
112 H 9.317 10.353 3.644  C106 1.080
113 H 8.988 9.454 6.009  C107 1.080
114 H 7.862 7.479 6.353  C108 1.080
115 H 6.940 6.083 4.433  C109 1.080
116 H 7.359 6.847 2.142  C110 1.080
117 H 8.611 8.877 1.741  C111 1.080
118 C 0.835 9.181 6.197  C119 1.398, C123 1.431, H124 1.080
119 C 0.538 8.692 4.922  C118 1.398, C120 1.384, H125 1.080
120 C 0.299 7.334 4.801  C119 1.384, C121 1.384, H126 1.080
121 C 0.382 6.507 5.907  C120 1.384, C122 1.353, H127 1.080
122 C 0.827 6.961 7.102  C121 1.353, C123 1.363, H128 1.080
123 C 1.010 8.295 7.307  C118 1.431, C122 1.363, H129 1.080
124 H 1.009 10.237 6.342  C118 1.080
125 H 0.387 9.374 4.099  C119 1.080
126 H -0.036 6.948 3.849  C120 1.080
127 H 0.153 5.462 5.756  C121 1.080
128 H 1.054 6.296 7.923  C122 1.080
129 H 1.313 8.713 8.256  C123 1.080
130 C 3.536 4.126 5.876  C131 1.492, H136 1.090, H137 1.090, H138 1.090
131 C 2.836 2.918 6.403  C130 1.492, C132 1.544, H139 1.090, H140 1.090
132 C 3.622 1.614 6.148  C131 1.544, C133 1.579, H141 1.090, H142 1.090
133 C 2.948 0.248 6.563  C132 1.579, C134 1.496, H143 1.090, H144 1.090
134 C 2.267 0.368 7.890  C133 1.496, C135 1.572, H145 1.090, H146 1.090
135 C 1.981 -1.042 8.523  C134 1.572, H147 1.090, H148 1.090, H149 1.090
136 H 4.010 3.944 4.911  C130 1.090
137 H 4.313 4.456 6.565  C130 1.090
138 H 2.915 5.017 5.785  C130 1.090
139 H 2.527 2.981 7.446  C131 1.090
140 H 1.863 3.029 5.923  C131 1.090
141 H 4.552 1.684 6.712  C132 1.090
142 H 4.014 1.450 5.144  C132 1.090
143 H 2.269 0.029 5.738  C133 1.090
144 H 3.686 -0.549 6.477  C133 1.090
145 H 2.873 0.941 8.591  C134 1.090
146 H 1.385 0.950 7.623  C134 1.090
147 H 2.780 -1.768 8.374  C135 1.090
148 H 1.926 -0.980 9.610  C135 1.090
149 H 1.042 -1.463 8.162  C135 1.090

Mulliken population analysis, charges in e, atoms 1 to 8: -0.587 0.881 -0.517 -0.408 0.869 -1.005 -0.554 0.132